The following is a quantum chemistry calculation of a molecular structure, C7H20N2O at a distorted geometry, from OMol25.

```
30
Properties=species:S:1:pos:R:3
O -0.529 -2.211 0.848
N 2.266 0.036 -1.005
N -0.386 0.399 1.114
C 1.021 -2.907 -0.838
C -0.609 2.572 0.022
C -1.236 1.184 0.183
C -2.653 1.306 0.756
C -1.275 0.439 -1.155
C 0.650 -2.480 0.551
C 2.170 -0.440 0.378
H 1.352 -2.774 1.349
H 1.013 -2.037 -1.500
H 0.412 2.497 -0.350
H 2.591 0.282 1.106
H -3.095 0.319 0.895
H -2.646 1.826 1.716
H -0.750 -0.577 1.223
H -0.342 0.837 2.030
H 2.018 -3.352 -0.876
H 2.848 -1.285 0.482
H -1.702 -0.554 -1.022
H -0.590 3.104 0.975
H -3.292 1.869 0.075
H 0.838 -0.033 0.774
H -0.273 0.313 -1.563
H 3.226 0.206 -1.291
H 1.762 0.907 -1.114
H -1.877 0.997 -1.871
H -1.187 3.168 -0.684
H 0.274 -3.612 -1.207
```

Values from the calculation:
- E_tot (eV) = -12608.706
- 2S+1 = 1
- frontier orbital gap (Eh) = 0.303
- total charge = 0
- E_HOMO (eV) = -7.424
- energy above the lowest of the compared OMol25 structures with the same formula, charge and spin (kJ/mol) = 264.39

Want to see where the charge sits? The Mulliken charges in e are:
1. O -0.679
2. N -0.402
3. N -0.310
4. C -0.911
5. C -1.589
6. C 1.243
7. C -1.730
8. C -1.445
9. C 0.158
10. C -1.260
11. H 0.422
12. H 0.251
13. H 0.281
14. H 0.397
15. H 0.384
16. H 0.399
17. H 0.531
18. H 0.322
19. H 0.300
20. H 0.453
21. H 0.372
22. H 0.406
23. H 0.417
24. H 0.212
25. H 0.268
26. H 0.244
27. H 0.064
28. H 0.467
29. H 0.404
30. H 0.332

---

The following is a quantum chemistry calculation of 2 unconnected molecules or ions with the total composition C7H20NO5S, from OMol25.

```
34
Properties=species:S:1:pos:R:3
S -0.549 2.537 -0.962
O 0.152 1.532 0.224
O -2.687 0.306 -0.654
O -1.801 2.927 -0.407
O -0.924 1.428 -2.104
O -0.887 -1.577 3.085
N 1.523 1.978 0.355
C -1.963 -0.855 -0.475
C -0.181 0.210 -2.171
C -0.642 -0.940 -1.254
C 3.097 -1.212 -0.367
C 3.342 0.279 -0.055
C 2.368 0.936 0.939
C -3.999 0.226 -0.145
H 0.161 -1.115 -0.549
H -0.022 -1.497 3.537
H -3.988 0.085 0.943
H -2.590 -1.720 -0.717
H 2.871 -1.350 -1.421
H 2.954 1.442 1.706
H 1.469 2.769 0.987
H 4.346 0.369 0.354
H 0.867 0.430 -1.966
H -1.738 -0.979 0.623
H -1.637 -1.502 3.710
H -0.686 -1.851 -1.849
H 3.999 -1.786 -0.171
H 2.292 -1.629 0.233
H -4.548 -0.591 -0.618
H 3.331 0.864 -0.971
H 1.749 0.179 1.435
H -0.214 -0.107 -3.209
H -4.488 1.164 -0.386
H -0.981 -0.948 2.320
```

Values from the calculation:
- E_tot (eV) = -30133.663
- 2S+1 = 1
- frontier orbital gap (Eh) = 0.265
- total charge = +1
- E_HOMO (eV) = -12.312

Want to see where the charge sits? The Mulliken charges in e are:
1. S 0.624
2. O -0.111
3. O -0.164
4. O -0.441
5. O -0.339
6. O -0.374
7. N -0.407
8. C 0.659
9. C -0.398
10. C -0.056
11. C -0.980
12. C -0.619
13. C -0.154
14. C -0.879
15. H -0.288
16. H 0.471
17. H 0.301
18. H 0.601
19. H 0.229
20. H 0.401
21. H 0.268
22. H 0.422
23. H 0.159
24. H -1.123
25. H 0.457
26. H 0.516
27. H 0.337
28. H 0.226
29. H 0.335
30. H 0.404
31. H -0.105
32. H 0.388
33. H 0.249
34. H 0.391

---

The following is a quantum chemistry calculation of a gas-phase ion, C7H21BOP3 (charge -1), from OMol25.

```
33
Properties=species:S:1:pos:R:3
P -0.179 -1.373 -0.298
P -0.026 1.879 -0.466
P -2.018 0.565 1.670
O -3.202 1.480 1.742
C -0.510 -2.515 1.127
C 2.671 1.549 0.626
C 0.131 -2.002 2.426
C 0.037 1.488 -3.184
C 1.239 2.045 0.904
C 0.939 1.365 -1.953
C -1.181 -2.224 -1.614
B -1.161 0.338 -0.039
H 3.397 2.183 1.145
H 0.867 1.508 1.777
H 1.264 3.100 1.172
H 2.928 1.563 -0.427
H -1.615 -1.446 -2.241
H -1.064 0.897 2.670
H 1.296 0.333 -1.886
H -2.013 -2.770 -1.164
H 1.811 2.009 -2.074
H -0.056 -3.472 0.857
H 0.567 1.215 -4.099
H -1.576 -2.721 1.262
H 0.628 -1.040 2.286
H -2.087 0.366 -0.816
H -0.363 2.498 -3.276
H -0.573 -2.894 -2.218
H 2.810 0.541 1.015
H -0.822 0.822 -3.083
H -0.622 -1.860 3.202
H 0.864 -2.703 2.822
H -2.379 -0.726 2.135
```

Values from the calculation:
- E_tot (eV) = -38191.625
- 2S+1 = 1
- frontier orbital gap (Eh) = 0.269
- total charge = -1
- E_HOMO (eV) = -3.702

Want to see where the charge sits? The Mulliken charges in e are:
1. P 0.160
2. P -0.173
3. P 0.536
4. O -0.745
5. C -0.799
6. C -1.075
7. C -0.974
8. C -1.297
9. C -0.364
10. C -0.569
11. C -1.242
12. B -0.118
13. H 0.391
14. H 0.111
15. H 0.499
16. H 0.212
17. H 0.275
18. H -0.048
19. H 0.443
20. H 0.351
21. H 0.416
22. H 0.484
23. H 0.386
24. H 0.447
25. H 0.158
26. H -0.145
27. H 0.367
28. H 0.372
29. H 0.212
30. H 0.251
31. H 0.302
32. H 0.290
33. H -0.115

---

The following is a quantum chemistry calculation of 5 unconnected molecules or ions with the total composition C7H21NO4 at a distorted geometry, from OMol25.

```
33
Properties=species:S:1:pos:R:3
O -0.905 -0.257 -3.477
O 2.391 -2.215 -2.431
O 3.606 -0.003 -0.796
O 0.276 -2.809 0.523
N 1.346 -0.458 1.216
C -2.344 -0.734 1.247
C 0.732 0.717 1.851
C -1.274 2.947 0.553
C -1.778 1.539 0.289
C -0.760 0.703 2.386
C -2.009 1.374 -1.027
C -1.695 0.422 1.240
H 1.759 -2.848 -2.043
H -2.415 -1.644 1.794
H 4.266 0.659 -1.017
H 2.117 -1.329 -2.155
H -0.485 -2.848 1.107
H -0.255 0.150 -4.056
H -2.296 0.307 -1.216
H -3.020 -0.895 0.381
H 3.962 -0.855 -1.084
H 1.274 1.010 2.815
H -1.830 2.051 -1.854
H 1.373 -0.159 0.223
H -0.950 1.691 2.812
H 0.874 -2.141 0.947
H -0.782 0.092 3.270
H 2.344 -0.456 1.383
H -0.225 3.041 0.780
H -1.497 3.601 -0.296
H -1.806 3.509 1.326
H 0.691 1.511 1.110
H -0.655 -0.810 -2.717
```

Values from the calculation:
- E_tot (eV) = -17277.214
- 2S+1 = 1
- frontier orbital gap (Eh) = 0.331
- total charge = 0
- SMILES = C=C(C)C(=C)CCN.O.O.O.O
- E_HOMO (eV) = -8.665
- energy above the lowest of the compared OMol25 structures with the same formula, charge and spin (kJ/mol) = 160.76

Want to see where the charge sits? The Mulliken charges in e are:
1. O -0.629
2. O -0.670
3. O -0.622
4. O -0.669
5. N -0.502
6. C -1.225
7. C -0.782
8. C -1.315
9. C 1.200
10. C -1.038
11. C -1.155
12. C 0.567
13. H 0.342
14. H 0.523
15. H 0.279
16. H 0.308
17. H 0.241
18. H 0.295
19. H 0.075
20. H 0.215
21. H 0.351
22. H 0.248
23. H 0.334
24. H 0.140
25. H 0.375
26. H 0.466
27. H 0.505
28. H 0.300
29. H 0.321
30. H 0.429
31. H 0.339
32. H 0.440
33. H 0.313

---

The following is a quantum chemistry calculation of a molecular structure, C7H22GaNO10P3 at a distorted geometry, from OMol25.

```
44
Properties=species:S:1:pos:R:3
Ga -1.855 -1.499 -0.505
P -3.009 0.502 -0.562
P 2.316 0.071 -0.398
P -1.985 -2.354 1.723
O -3.386 -3.298 1.878
O 0.352 2.893 -3.186
O -2.131 -1.152 2.906
O 1.997 0.830 1.050
O -3.830 0.899 0.872
O 3.240 0.997 -1.178
O -2.203 1.837 -1.259
O -0.447 1.378 -4.489
O 3.114 -1.393 -0.262
O -0.750 -3.224 1.922
N -0.435 2.489 -4.009
C 0.686 0.589 1.565
C 0.101 -1.566 -1.025
C 3.750 -1.601 1.005
C 2.742 -2.020 2.145
C 0.807 -0.224 -1.441
C 0.413 1.733 2.610
C -1.482 3.430 -4.474
H 2.642 -1.138 2.814
H -2.446 2.990 -4.230
H 0.213 2.668 2.047
H -1.285 -0.740 3.086
H 1.177 -0.288 -2.480
H -3.221 0.879 1.619
H 4.401 -0.755 1.289
H -0.130 0.666 0.822
H 0.612 -0.365 2.132
H -1.664 2.240 -0.568
H 0.660 -2.053 -0.198
H 1.236 1.838 3.332
H 1.731 -2.217 1.733
H -3.980 -2.930 1.216
H -0.546 1.493 3.121
H -1.361 3.549 -5.547
H 0.209 -2.269 -1.880
H -2.649 -2.572 -1.411
H 4.414 -2.480 0.862
H -1.349 4.377 -3.961
H 3.139 -2.898 2.676
H 0.192 0.690 -1.362
```

Values from the calculation:
- E_tot (eV) = -109825.923
- 2S+1 = 1
- frontier orbital gap (Eh) = 0.245
- total charge = -1
- E_HOMO (eV) = -4.000
- energy above the lowest of the compared OMol25 structures with the same formula, charge and spin (kJ/mol) = 212.26

Want to see where the charge sits? The Mulliken charges in e are:
1. Ga 0.135
2. P -0.060
3. P 0.746
4. P 0.727
5. O -0.501
6. O -0.513
7. O -0.582
8. O -0.410
9. O -0.467
10. O -0.793
11. O -0.357
12. O -0.535
13. O -0.376
14. O -0.697
15. N 0.959
16. C 1.191
17. C -0.580
18. C -0.326
19. C -0.448
20. C -0.151
21. C -1.434
22. C -0.782
23. H 0.143
24. H 0.286
25. H 0.362
26. H 0.343
27. H 0.319
28. H 0.347
29. H 0.312
30. H -0.339
31. H -0.243
32. H 0.263
33. H 0.197
34. H 0.356
35. H -0.095
36. H 0.299
37. H 0.320
38. H 0.288
39. H 0.553
40. H -0.347
41. H 0.335
42. H 0.300
43. H 0.394
44. H -0.140

---

The following is a quantum chemistry calculation of a molecular structure, C7H23AsClNO2PSi, from OMol25.

```
37
Properties=species:S:1:pos:R:3
As -0.556 -0.992 1.460
Cl 1.407 -0.370 4.563
P 1.461 -1.525 2.762
Si 1.007 0.356 -2.358
O 2.603 -0.607 1.966
O 0.669 -1.257 -2.385
N -2.880 0.360 2.588
C 2.489 0.709 -1.278
C -2.948 1.441 1.598
C -1.505 0.028 2.961
C 0.441 -2.039 -0.017
C -0.476 1.387 -1.893
C 1.479 0.807 -4.123
C -0.171 -1.889 -1.400
H -1.539 -0.653 3.812
H -1.833 -0.873 0.529
H 2.556 0.962 -4.207
H -1.054 0.982 -1.064
H -1.097 -2.377 2.076
H 3.090 -0.201 -1.245
H -0.394 -2.875 -1.811
H -2.026 2.032 1.574
H -0.120 2.373 -1.582
H 1.175 0.051 -4.845
H 3.349 -0.499 2.550
H -1.126 -1.352 -1.346
H 3.102 1.495 -1.725
H -0.912 0.917 3.209
H 2.226 0.974 -0.257
H -3.780 2.110 1.832
H -1.137 1.530 -2.750
H -3.349 0.690 3.422
H 0.996 1.751 -4.389
H -3.132 1.043 0.602
H 0.099 0.375 0.926
H 0.387 -3.088 0.286
H 1.500 -1.777 -0.043
```

Values from the calculation:
- E_tot (eV) = -103744.471
- 2S+1 = 1
- frontier orbital gap (Eh) = 0.237
- total charge = -1
- E_HOMO (eV) = -3.217
- energy above the lowest of the compared OMol25 structures with the same formula, charge and spin (kJ/mol) = 0.00

Want to see where the charge sits? The Mulliken charges in e are:
1. As -0.181
2. Cl -0.382
3. P -0.082
4. Si 0.542
5. O -0.366
6. O -0.496
7. N -0.426
8. C -1.043
9. C -0.815
10. C -1.048
11. C -0.981
12. C -0.633
13. C -1.241
14. C -0.466
15. H 0.470
16. H 0.164
17. H 0.312
18. H -0.073
19. H 0.104
20. H 0.285
21. H 0.287
22. H 0.247
23. H 0.337
24. H 0.297
25. H 0.275
26. H 0.327
27. H 0.441
28. H 0.450
29. H 0.276
30. H 0.385
31. H 0.347
32. H 0.275
33. H 0.335
34. H 0.227
35. H -0.009
36. H 0.518
37. H 0.337

---

> E_HOMO of number 3 (C7H21BOP3)?

-3.702 eV